Computed, not measured: a structure of composition C34H31N5PbSSi at a distorted geometry, with wB97M-V/def2-TZVPD.

```
73
Properties=species:S:1:pos:R:3:forces:R:3:lowdin_charge:R:1
Pb -0.434889 -1.141939 0.835354 -0.378 -0.939 0.116 0.88
C 2.164672 -1.662129 3.480508 -0.060 -0.250 0.244 -0.14
N 2.066130 -2.735949 2.537712 -0.315 0.213 -0.349 -0.06
C 3.102774 -2.938515 1.565799 0.106 -0.257 0.043 -0.15
C 3.064663 -2.204637 0.251306 0.061 0.048 -0.110 -0.30
N 2.185001 -1.356079 -0.199532 0.199 0.068 0.579 0.07
C 2.558888 -1.061034 -1.495704 0.743 -0.388 -0.393 -0.22
C 1.963268 -0.255594 -2.459256 0.046 -0.106 0.047 -0.01
C 2.592701 -0.148755 -3.680804 -0.143 0.122 -0.067 -0.08
C 3.768833 -0.838861 -3.970848 0.072 -0.107 -0.025 -0.09
C 4.351892 -1.684249 -3.048590 0.129 -0.053 0.032 -0.03
C 3.737059 -1.775303 -1.809726 -0.431 0.391 -0.223 -0.19
N 4.030681 -2.493156 -0.674504 0.088 -0.131 0.115 0.15
C 1.792144 -0.246005 3.135688 0.273 0.031 0.008 -0.28
N 0.775047 0.204531 2.443090 0.003 -0.478 -0.006 0.02
C 0.711319 1.567720 2.673586 0.497 0.625 0.546 -0.21
C -0.213849 2.535191 2.296644 0.106 -0.078 0.171 -0.02
C -0.019464 3.823605 2.748307 -0.147 -0.024 -0.104 -0.06
C 1.071004 4.172904 3.547129 0.106 -0.017 0.057 -0.08
C 1.998965 3.230334 3.941712 0.032 0.038 0.043 -0.02
C 1.786032 1.930157 3.512036 -0.576 0.236 -0.350 -0.18
N 2.443683 0.755011 3.779415 0.087 -0.180 -0.075 0.17
H 1.499280 -1.923041 4.314945 0.140 0.066 0.020 0.14
H 3.187573 -1.651831 3.871557 -0.071 0.029 0.063 0.12
H 1.134483 -2.816107 2.146289 0.037 -0.220 0.081 0.03
H 4.070825 -2.737079 2.042849 -0.073 -0.073 -0.032 0.13
H 3.093686 -4.011479 1.314566 0.142 0.201 0.007 0.13
H 1.039633 0.262742 -2.272730 -0.142 0.105 0.052 0.09
H 2.154077 0.482950 -4.435911 -0.060 0.083 -0.125 0.11
H 4.220307 -0.722622 -4.943612 0.052 -0.012 -0.109 0.10
H 5.239399 -2.251812 -3.288485 0.091 -0.001 -0.003 0.11
H 4.791841 -3.142357 -0.557653 -0.103 0.071 0.005 0.16
H -1.072760 2.285963 1.702348 -0.183 -0.029 -0.044 0.05
H -0.742868 4.579115 2.481116 -0.025 0.080 -0.035 0.11
H 1.175169 5.194543 3.879951 0.042 0.081 -0.001 0.10
H 2.840506 3.486645 4.569244 0.021 0.038 0.061 0.11
H 3.247721 0.641812 4.372317 -0.040 -0.039 -0.009 0.17
C 1.350801 4.367314 -1.661901 0.132 0.037 0.038 -0.09
C -0.003811 4.471192 -1.926521 -0.011 0.135 -0.143 -0.09
C -0.855458 3.441469 -1.574856 -0.187 -0.017 0.001 -0.11
C -0.392820 2.307228 -0.918593 0.037 -0.418 0.383 -0.35
C 0.970194 2.233396 -0.644938 -0.051 -0.008 0.015 -0.16
C 1.839818 3.238568 -1.025411 0.221 0.055 -0.028 -0.08
Si -1.600266 0.918434 -0.389936 -0.285 0.848 -1.089 0.54
C -2.188427 0.277544 -2.090546 0.142 -0.237 0.485 -0.35
C -3.071214 1.013905 -2.873057 -0.080 0.180 0.064 -0.12
C -3.439774 0.596498 -4.138486 -0.087 0.061 -0.123 -0.09
C -2.940577 -0.588944 -4.650149 0.084 -0.087 -0.070 -0.10
C -2.084363 -1.355122 -3.878061 0.037 -0.178 -0.171 -0.09
C -1.714791 -0.920532 -2.617405 0.135 -0.108 0.148 -0.15
H 2.020459 5.163197 -1.950569 0.088 0.085 -0.027 0.10
H -0.395738 5.351426 -2.418359 -0.005 0.036 -0.039 0.10
H -1.904393 3.518299 -1.817487 -0.170 0.099 0.002 0.09
H 1.367387 1.370991 -0.126763 0.078 -0.120 0.074 0.07
H 2.900454 3.132790 -0.829325 -0.005 0.058 0.021 0.10
H -2.783231 1.688630 0.071287 -0.104 -0.003 0.273 -0.02
H -3.468448 1.938548 -2.480429 -0.137 0.114 0.000 0.09
H -4.117276 1.190515 -4.735668 -0.052 0.082 -0.001 0.10
H -3.207399 -0.905808 -5.648611 -0.065 -0.059 -0.027 0.10
H -1.701004 -2.294692 -4.254182 0.021 -0.012 -0.048 0.10
H -1.035367 -1.537307 -2.036139 0.020 -0.031 -0.040 0.06
S -1.950020 -1.813438 2.936402 0.315 0.410 0.339 0.43
C -3.398757 -2.431327 2.179692 0.038 -0.026 0.018 -0.72
C -3.672203 -2.270301 0.823038 0.094 0.065 0.130 -0.16
C -4.884657 -2.667257 0.295996 -0.217 -0.039 -0.139 -0.09
C -5.845797 -3.250347 1.105062 -0.056 -0.100 -0.027 -0.11
C -5.559818 -3.465864 2.445570 -0.154 -0.028 0.079 -0.10
C -4.351657 -3.068363 2.978851 0.103 0.023 0.009 -0.14
H -2.940548 -1.806390 0.171154 -0.102 0.057 -0.086 0.02
H -5.082147 -2.495972 -0.751593 -0.040 -0.019 -0.138 0.10
H -6.804512 -3.545831 0.704149 -0.036 -0.005 -0.080 0.09
H -6.293932 -3.927946 3.094415 -0.024 -0.035 -0.043 0.10
H -4.136132 -3.229193 4.027254 0.000 0.042 0.011 0.09
```
Positions in Å, forces in eV/Å.

Calculated values
Energy above the lowest of the compared OMol25 structures with the same formula, charge and spin ... 0.432 eV
Calculated total energy ... -2468.58308 hartree
Frontier orbital gap ... 6.64 eV